DFT (ωB97M-V/def2-TZVPD) results for a structure of composition C71H69CaN4O3P2Si.

Cartesian coordinates (Å):
Ca  -0.325  -0.062  0.655
C  -4.561  -1.742  0.220
C  -4.088  -1.143  -1.072
C  -5.105  -0.552  -1.952
C  -4.836  0.068  -3.098
C  -3.428  0.209  -3.568
C  -2.321  -0.447  -2.697
C  -1.492  -1.454  -3.467
C  -2.787  -1.086  -1.402
N  -1.748  -1.528  -0.572
C  -1.775  -2.797  -0.134
O  -2.447  -3.748  -0.543
C  -0.835  -3.074  1.038
C  -0.862  -4.293  1.698
C  0.012  -4.484  2.757
C  0.884  -3.469  3.132
C  0.840  -2.272  2.434
N  -0.009  -2.100  1.420
C  1.764  -1.115  2.816
O  2.586  -1.340  3.717
N  1.573  0.013  2.127
C  2.370  1.102  2.570
C  1.877  1.934  3.583
C  0.599  1.564  4.274
C  2.597  3.064  3.947
C  3.819  3.355  3.356
C  4.328  2.494  2.398
C  3.617  1.366  1.999
C  4.207  0.410  1.003
H  -5.590  -1.444  0.428
H  -3.941  -1.403  1.056
H  -4.498  -2.833  0.194
H  -6.134  -0.619  -1.612
H  -5.626  0.498  -3.704
H  -3.345  -0.118  -4.611
H  -1.123  -1.036  -4.407
H  -2.096  -2.340  -3.678
H  -0.647  -1.758  -2.853
H  -1.553  -5.050  1.356
H  0.016  -5.426  3.292
H  1.591  -3.564  3.944
H  -0.234  1.535  3.572
H  0.359  2.276  5.064
H  0.678  0.568  4.716
H  2.201  3.711  4.722
H  4.374  4.238  3.651
H  5.295  2.692  1.946
H  5.011  0.880  0.429
H  3.450  0.023  0.316
H  4.626  -0.454  1.515
C  2.369  -1.745  -2.795
N  3.216  -0.570  -2.835
C  2.673  0.772  -2.621
P  1.077  0.975  -1.703
C  -0.223  1.160  -2.994
C  -1.643  0.969  -2.508
C  -2.758  1.606  -3.397
C  -2.310  2.169  -4.702
C  -1.048  2.088  -5.118
C  0.018  1.621  -4.222
C  1.237  2.757  -1.233
C  2.336  3.201  -0.499
C  2.412  4.508  -0.043
C  1.383  5.398  -0.308
C  0.278  4.968  -1.027
C  0.204  3.660  -1.484
C  4.375  -0.588  -3.634
C  4.489  -1.386  -4.775
C  5.660  -1.397  -5.521
C  6.736  -0.599  -5.167
C  6.623  0.214  -4.046
C  5.465  0.218  -3.288
P  2.253  -2.458  -1.067
C  4.000  -2.895  -0.750
C  4.353  -3.119  0.580
C  5.645  -3.488  0.924
C  6.616  -3.605  -0.062
C  6.280  -3.373  -1.389
C  4.979  -3.032  -1.731
C  1.614  -4.150  -1.436
C  0.555  -4.348  -2.322
C  0.010  -5.608  -2.520
C  0.511  -6.701  -1.833
C  1.563  -6.521  -0.948
C  2.108  -5.261  -0.751
H  2.778  -2.515  -3.447
H  1.354  -1.534  -3.147
H  2.565  1.284  -3.585
H  3.379  1.366  -2.045
H  -1.733  1.295  -1.465
H  -3.405  2.303  -2.860
H  -3.072  2.599  -5.345
H  -0.765  2.450  -6.098
H  1.032  1.779  -4.570
H  3.137  2.523  -0.247
H  3.267  4.813  0.547
H  1.432  6.415  0.061
H  -0.542  5.646  -1.226
H  -0.674  3.355  -2.037
H  3.657  -1.998  -5.097
H  5.718  -2.029  -6.399
H  7.645  -0.609  -5.752
H  7.454  0.838  -3.742
H  5.417  0.826  -2.395
H  3.619  -2.991  1.363
H  5.893  -3.649  1.965
H  7.632  -3.866  0.205
H  7.030  -3.458  -2.165
H  4.740  -2.879  -2.778
H  0.128  -3.516  -2.859
H  -0.824  -5.724  -3.201
H  0.080  -7.684  -1.978
H  1.964  -7.365  -0.400
H  2.930  -5.146  -0.055
C  -2.537  4.380  1.097
C  -2.875  3.730  2.448
C  -4.162  4.366  2.987
C  -1.724  4.048  3.408
Si  -2.996  1.829  2.175
O  -1.824  1.330  1.214
C  -4.759  1.487  1.543
C  -5.692  0.752  2.278
C  -6.992  0.560  1.825
C  -7.392  1.090  0.607
C  -6.478  1.803  -0.158
C  -5.186  1.994  0.309
C  -2.920  0.895  3.830
C  -2.266  -0.339  3.869
C  -2.225  -1.120  5.016
C  -2.850  -0.675  6.172
C  -3.513  0.545  6.164
C  -3.550  1.311  5.007
H  -2.284  5.438  1.245
H  -3.378  4.342  0.402
H  -1.684  3.887  0.627
H  -4.037  5.455  3.046
H  -4.407  4.017  3.991
H  -5.021  4.160  2.348
H  -1.668  5.132  3.574
H  -0.764  3.729  2.996
H  -1.849  3.565  4.379
H  -5.404  0.316  3.227
H  -7.690  -0.015  2.421
H  -8.403  0.936  0.249
H  -6.768  2.199  -1.123
H  -4.486  2.532  -0.319
H  -1.770  -0.707  2.977
H  -1.700  -2.068  5.006
H  -2.820  -1.274  7.074
H  -4.006  0.898  7.062
H  -4.083  2.253  5.028

* ΔE to the lowest compared entry with this formula, charge and spin: 0.934 eV
* LUMO energy: 2.19 eV
* M: 1156.5 g/mol
* maximum force: 1.576 eV/Å
* HOMO-LUMO gap: 6.979 eV
* net charge: -1